Molecular formula: C32H82N6O10S2
Method: DFT, the ωB97M-V functional and the def2-TZVPD basis

**Net charge**: 0
**SMILES**: O=S1(=O)CCCC1.O=S1(=O)CCCC1.COC[C@H](C)N.COC[C@H](C)N.COC[C@H](C)N.COC[C@H](C)N.COC[C@H](C)N.COC[C@H](C)N
**Molecular weight**: 775.17 g/mol
**Gap between HOMO and LUMO**: 9.041 eV
**HOMO energy**: -8.695 eV
**Lowest unoccupied orbital energy**: 0.35 eV

Last column: Löwdin charge in e.
Cartesian coordinates (Å):
C 4.219 3.744 -1.268  -0.054
C 3.360 3.866 -2.562  -0.378
C 3.824 2.702 -3.504  -0.244
O 3.273 1.516 -3.010  -0.213
C 3.926 0.364 -3.607  -0.065
N 1.905 3.650 -2.509  0.047
H 3.897 4.469 -0.531  0.064
H 5.295 3.872 -1.411  0.071
H 4.083 2.725 -0.811  0.084
H 3.535 4.764 -3.180  0.137
H 4.925 2.749 -3.324  0.122
H 3.551 2.853 -4.533  0.112
H 3.950 0.448 -4.693  0.087
H 3.270 -0.491 -3.466  0.043
H 4.912 0.129 -3.179  0.098
H 1.469 4.542 -2.310  0.069
H 1.668 3.040 -1.701  0.069
C 3.295 -2.126 3.351  -0.066
C 3.959 -2.596 4.651  -0.412
C 4.385 -1.394 5.512  -0.195
O 5.014 -1.716 6.757  -0.186
C 6.355 -2.059 6.586  -0.133
N 2.983 -3.441 5.425  0.050
H 4.003 -1.591 2.740  0.066
H 2.409 -1.534 3.487  0.053
H 3.061 -3.006 2.725  0.084
H 4.897 -3.015 4.355  0.108
H 3.483 -0.831 5.807  0.133
H 5.102 -0.800 4.912  0.127
H 6.475 -2.974 5.984  0.087
H 6.831 -2.278 7.545  0.090
H 6.908 -1.248 6.129  0.081
H 2.934 -4.388 5.092  0.056
H 3.195 -3.566 6.425  0.074
C -0.585 -0.960 4.225  -0.044
C -0.214 0.560 4.359  -0.439
C -1.139 1.559 3.650  -0.213
O -2.295 1.522 4.423  -0.195
C -3.284 2.451 4.086  -0.098
N 0.046 0.940 5.707  0.043
H 0.174 -1.627 4.584  0.048
H -0.696 -1.206 3.159  0.047
H -1.472 -1.258 4.808  0.084
H 0.729 0.680 3.766  0.113
H -1.236 1.142 2.664  0.086
H -0.610 2.534 3.751  0.146
H -3.634 2.287 3.067  0.053
H -2.945 3.498 4.158  0.096
H -4.074 2.242 4.780  0.086
H 0.350 0.187 6.308  0.070
H -0.788 1.302 6.167  0.077
C -5.741 -1.112 2.015  -0.053
C -4.338 -1.153 1.371  -0.420
C -4.473 -1.026 -0.149  -0.217
O -5.084 -2.186 -0.679  -0.190
C -4.098 -3.034 -1.257  -0.105
N -3.449 -0.126 1.867  0.060
H -6.547 -1.615 1.467  0.075
H -6.030 -0.056 2.103  0.076
H -5.828 -1.611 2.991  0.073
H -3.938 -2.180 1.553  0.142
H -3.535 -0.867 -0.741  0.116
H -5.087 -0.207 -0.470  0.110
H -3.131 -3.005 -0.699  0.097
H -3.865 -2.683 -2.257  0.075
H -4.547 -4.003 -1.326  0.077
H -3.269 -0.272 2.865  0.079
H -2.540 -0.271 1.429  0.037
C 1.726 -2.662 -3.509  -0.089
C 0.921 -3.867 -3.065  -0.418
C -0.490 -4.018 -3.720  -0.151
O -0.735 -5.429 -3.680  -0.214
C -2.030 -5.738 -4.126  -0.116
N 1.824 -4.977 -3.304  0.032
H 1.170 -1.734 -3.504  0.041
H 2.139 -2.778 -4.538  0.093
H 2.655 -2.573 -2.921  0.080
H 0.897 -3.710 -1.999  0.109
H -0.633 -3.636 -4.727  0.117
H -1.345 -3.574 -3.196  0.109
H -2.121 -6.816 -4.191  0.085
H -2.225 -5.263 -5.077  0.084
H -2.846 -5.454 -3.427  0.088
H 1.396 -5.813 -2.924  0.068
H 1.853 -5.103 -4.339  0.097
C 0.449 -2.116 0.518  -0.044
C 0.593 -0.637 0.722  -0.453
C 1.897 -0.106 0.087  -0.153
O 1.874 1.327 -0.051  -0.251
C 1.937 2.075 1.159  -0.086
N -0.509 0.133 0.237  0.092
H 1.394 -2.689 0.509  0.091
H 0.007 -2.352 -0.448  0.059
H -0.326 -2.515 1.184  0.078
H 0.725 -0.419 1.801  0.099
H 1.973 -0.377 -0.964  0.114
H 2.843 -0.444 0.562  0.126
H 1.188 1.699 1.804  0.036
H 1.632 3.105 0.974  0.084
H 2.940 1.850 1.591  0.111
H -0.379 1.157 0.264  0.057
H -0.715 -0.158 -0.705  0.051
C -0.122 2.190 -4.692  -0.204
C -1.400 2.609 -3.924  -0.208
C -2.356 1.457 -4.210  -0.252
S -1.413 -0.023 -4.204  0.641
O -1.790 -0.859 -5.311  -0.303
O -1.565 -0.511 -2.850  -0.347
C 0.192 0.739 -4.332  -0.229
H 0.789 2.801 -4.499  0.100
H -0.392 2.268 -5.729  0.107
H -1.820 3.559 -4.352  0.128
H -1.232 2.718 -2.837  0.101
H -2.760 1.589 -5.232  0.121
H -3.135 1.247 -3.474  0.094
H 0.738 0.105 -5.036  0.103
H 0.816 0.651 -3.414  0.104
C -3.639 2.788 -1.053  -0.185
C -3.536 4.206 -1.685  -0.183
C -2.447 4.987 -0.926  -0.209
S -1.788 3.963 0.411  0.666
O -1.789 4.655 1.702  -0.322
O -0.636 3.327 -0.147  -0.316
C -3.098 2.829 0.374  -0.257
H -2.970 2.187 -1.662  0.071
H -4.599 2.304 -1.063  0.110
H -4.525 4.752 -1.705  0.129
H -3.265 4.030 -2.731  0.079
H -2.940 5.862 -0.432  0.114
H -1.545 5.306 -1.471  0.101
H -3.902 3.118 1.032  0.106
H -2.727 1.937 0.825  0.053



Molecular formula: C9H34N14O8
Method: DFT, the ωB97M-V functional and the def2-TZVPD basis

**Net charge**: 0
**SMILES**: NC(N)=O.NC(N)=O.NC(N)=O.NC(N)=O.NC(N)=O.NC(N)=O.NC(N)=O.CCO
**Molecular weight**: 466.46 g/mol
**Gap between HOMO and LUMO**: 9.111 eV
**HOMO energy**: -9.171 eV
**Lowest unoccupied orbital energy**: -0.06 eV
**ΔE to the lowest compared entry with this formula, charge and spin**: 4.958 eV

Last column: Löwdin charge in e.
Cartesian coordinates (Å):
C 2.134 -7.800 0.172  -0.774
O 2.410 -8.847 0.829  -0.025
N 1.239 -7.791 -0.699  0.162
N 2.575 -6.575 0.389  0.158
H 1.070 -7.000 -1.305  0.122
H 0.745 -8.662 -0.832  0.134
H 2.369 -5.863 -0.297  0.105
H 3.236 -6.408 1.134  0.118
C 3.854 9.021 -0.274  -0.797
O 4.804 8.930 -0.950  0.084
N 3.538 8.112 0.603  0.148
N 2.797 9.861 -0.435  0.142
H 2.701 8.336 1.123  0.100
H 4.234 7.434 0.877  0.124
H 2.701 10.485 -1.223  0.111
H 2.102 9.786 0.294  0.088
C -0.754 -3.676 -4.895  -0.770
O 0.010 -4.210 -4.129  0.020
N -1.966 -3.271 -4.489  0.153
N -0.484 -3.577 -6.184  0.160
H -2.717 -3.052 -5.127  0.100
H -2.197 -3.531 -3.541  0.114
H -1.194 -3.093 -6.714  0.102
H 0.400 -3.880 -6.566  0.121
C -3.359 3.700 -2.386  -0.782
O -3.098 4.195 -1.292  0.003
N -3.036 2.530 -2.842  0.169
N -3.915 4.425 -3.321  0.150
H -2.651 1.760 -2.314  0.128
H -3.086 2.525 -3.851  0.104
H -3.947 3.979 -4.226  0.104
H -4.160 5.373 -3.073  0.126
C -2.828 -4.056 1.584  -0.746
O -3.313 -3.927 0.455  -0.002
N -3.421 -4.739 2.541  0.157
N -1.673 -3.486 1.937  0.151
H -3.135 -4.775 3.509  0.111
H -4.314 -5.100 2.235  0.117
H -1.233 -2.946 1.206  0.108
H -1.203 -3.622 2.820  0.103
C -4.447 2.643 3.693  -0.726
O -4.839 2.051 4.713  0.007
N -3.575 2.179 2.841  0.143
N -4.673 3.897 3.293  0.137
H -3.259 2.782 2.095  0.104
H -3.251 1.223 2.879  0.120
H -4.229 4.288 2.475  0.101
H -5.207 4.543 3.857  0.112
C 4.284 -2.298 3.960  -0.717
O 4.381 -3.538 4.057  0.000
N 5.216 -1.451 3.546  0.147
N 3.138 -1.623 4.073  0.137
H 6.174 -1.725 3.383  0.122
H 4.888 -0.497 3.587  0.096
H 3.172 -0.652 3.799  0.098
H 2.326 -2.170 4.320  0.116
C 1.681 2.024 -0.379  -0.072
C 1.900 0.609 -1.027  -0.342
O 0.724 -0.090 -1.002  -0.083
H 1.103 2.016 0.545  0.063
H 1.083 2.633 -1.056  0.066
H 2.620 2.534 -0.162  0.064
H 2.634 0.011 -0.486  0.108
H 2.070 0.819 -2.083  0.110
H 0.849 -0.774 -1.665  0.086



Molecular formula: C36H47N5P2W
Method: DFT, the ωB97M-V functional and the def2-TZVPD basis

**Net charge**: +2
**Molecular weight**: 795.60 g/mol
**<S²>**: 2.021
**Multiplicity**: 3
**Gap between HOMO and LUMO (spin up / spin down)**: 5.723 / 3.132 eV
**HOMO energy (spin up / spin down)**: -12.043 / -12.043 eV
**Lowest unoccupied orbital energy (spin up / spin down)**: -6.32 / -8.91 eV
**ΔE to the lowest compared entry with this formula, charge and spin**: 0.000 eV

Last column: Löwdin charge in e.
Cartesian coordinates (Å):
W 0.244 0.243 -0.092  1.594
C -1.261 1.691 -0.560  -0.267
C -1.444 0.449 -1.303  -0.288
C -1.085 0.329 -2.770  -0.180
C 0.389 -0.041 -3.054  -0.192
C 1.325 0.118 -1.880  -0.319
C 1.503 1.420 -1.259  -0.317
C 0.789 2.642 -1.801  -0.158
C -0.623 2.897 -1.185  -0.160
C 0.543 -1.754 0.163  -0.217
H -2.021 1.897 0.186  0.093
H -2.291 -0.157 -0.971  0.135
H -1.375 1.234 -3.331  0.104
H -1.722 -0.459 -3.214  0.124
H 0.422 -1.081 -3.419  0.116
H 0.766 0.542 -3.915  0.110
H 2.186 -0.560 -1.814  0.124
H 2.471 1.600 -0.788  0.111
H 0.748 2.632 -2.909  0.120
H 1.420 3.528 -1.573  0.129
H -0.509 3.700 -0.431  0.126
H -1.283 3.350 -1.948  0.134
H 0.414 -2.064 1.207  0.027
H 1.578 -1.957 -0.142  0.034
H -0.140 -2.333 -0.471  0.056
P 1.286 -1.008 -8.157  1.066
P -1.762 -0.734 -7.850  1.018
N 2.751 -0.077 -8.183  -0.299
N 1.979 -2.325 -9.171  -0.192
N -1.955 0.998 -7.614  -0.267
N -3.444 -1.007 -8.298  -0.279
C 0.403 -0.143 -9.524  -0.385
C -1.059 -0.631 -9.572  -0.393
C 3.361 0.426 -7.025  -0.132
C 4.419 1.238 -7.406  -0.066
C 4.483 1.222 -8.842  -0.050
C 3.445 0.421 -9.291  -0.136
C 2.173 -3.619 -8.676  0.005
C 2.722 -4.408 -9.677  0.027
C 2.883 -3.579 -10.836  0.039
C 2.414 -2.314 -10.495  -0.002
C -1.770 1.645 -6.387  -0.145
C -1.926 3.013 -6.571  -0.080
C -2.203 3.225 -7.961  -0.063
C -2.206 1.982 -8.570  -0.164
C -4.294 -0.294 -9.154  -0.130
C -5.414 -1.067 -9.425  -0.067
C -5.254 -2.308 -8.718  -0.085
C -4.049 -2.250 -8.039  -0.160
H 0.872 -0.297 -10.506  0.067
H 0.463 0.933 -9.286  0.100
H -1.665 0.020 -10.219  0.073
H -1.125 -1.653 -9.993  0.090
H 2.963 0.166 -6.056  0.090
H 5.063 1.799 -6.746  0.102
H 5.193 1.738 -9.471  0.108
H 3.135 0.187 -10.300  0.086
H 1.908 -3.846 -7.652  0.137
H 2.980 -5.455 -9.598  0.129
H 3.295 -3.862 -11.792  0.130
H 2.366 -1.421 -11.101  0.116
H -1.547 1.064 -5.503  0.068
H -1.851 3.775 -5.809  0.093
H -2.382 4.166 -8.461  0.105
H -2.370 1.731 -9.611  0.095
H -4.064 0.706 -9.484  0.083
H -6.238 -0.781 -10.061  0.101
H -5.944 -3.138 -8.727  0.097
H -3.556 -2.956 -7.391  0.087
C -2.771 -0.528 4.448  -0.074
N -2.195 0.208 3.355  -0.288
C -2.776 1.459 2.972  -0.063
C -0.957 -0.204 2.739  -0.176
C 0.124 0.848 2.854  -0.245
C 0.338 1.486 4.078  -0.020
C 1.198 2.590 4.163  -0.037
C 1.987 2.936 3.066  -0.061
C 1.813 2.270 1.847  -0.090
C 0.868 1.229 1.721  -0.199
H -3.866 -0.385 4.447  0.093
H -2.383 -0.180 5.426  0.087
H -2.535 -1.598 4.345  0.091
H -2.151 2.314 3.278  0.091
H -2.893 1.514 1.878  0.066
H -3.763 1.545 3.442  0.098
H -0.656 -1.146 3.234  0.141
H -1.198 -0.474 1.666  0.084
H -0.215 1.150 4.963  0.128
H 1.242 3.165 5.086  0.119
H 2.738 3.726 3.159  0.117
H 2.399 2.569 0.976  0.085



Molecular formula: C29H30AsClN3O2PPdS2
Method: DFT, the ωB97M-V functional and the def2-TZVPD basis

**Net charge**: +2
**Molecular weight**: 764.48 g/mol
**Gap between HOMO and LUMO (spin up / spin down)**: 5.867 / 5.867 eV
**HOMO energy (spin up / spin down)**: -13.160 / -13.160 eV
**Lowest unoccupied orbital energy (spin up / spin down)**: -7.29 / -7.29 eV
**ΔE to the lowest compared entry with this formula, charge and spin**: 1.338 eV

Last column: Löwdin charge in e.
Cartesian coordinates (Å):
Pd 0.214 -0.082 -0.627  0.599
S 3.955 0.897 1.545  1.072
C 2.673 1.356 2.584  -0.372
C 1.440 1.198 2.014  -0.203
C 1.547 0.678 0.700  -0.335
C 2.832 0.467 0.314  -0.561
C 3.115 -0.053 -0.999  -0.297
C 4.361 -0.095 -1.611  0.007
C 4.462 -0.572 -2.904  -0.010
C 3.321 -1.022 -3.555  -0.011
C 2.114 -0.968 -2.891  -0.093
N 2.005 -0.493 -1.644  -0.026
H 2.899 1.752 3.562  0.083
H 0.514 1.478 2.495  0.091
H 5.229 0.268 -1.078  0.121
H 5.421 -0.588 -3.406  0.129
H 3.357 -1.404 -4.564  0.125
H 1.209 -1.314 -3.358  0.087
S 0.296 1.821 -1.980  0.777
C 0.007 1.205 -3.617  -0.670
C 0.612 1.874 -4.680  -0.094
C 0.329 1.479 -5.979  -0.045
C -0.529 0.412 -6.231  -0.047
C -1.119 -0.266 -5.174  -0.071
C -0.839 0.126 -3.870  -0.429
As -1.690 -0.516 -2.283  1.255
C -1.666 -2.442 -2.163  -0.392
C -2.469 -3.030 -1.183  -0.141
C -2.418 -4.400 -0.979  -0.073
C -1.559 -5.188 -1.736  -0.058
C -0.763 -4.605 -2.708  -0.060
C -0.811 -3.234 -2.919  -0.107
C -3.521 -0.052 -2.617  -0.359
C -3.851 1.302 -2.583  -0.097
C -5.134 1.697 -2.926  -0.057
C -6.077 0.745 -3.292  -0.053
C -5.737 -0.599 -3.332  -0.056
C -4.456 -1.011 -2.989  -0.090
H 1.278 2.706 -4.492  0.114
H 0.780 2.014 -6.803  0.120
H -0.742 0.114 -7.249  0.118
H -1.792 -1.093 -5.362  0.119
H -3.135 -2.417 -0.587  0.099
H -3.058 -4.859 -0.236  0.115
H -1.516 -6.255 -1.566  0.116
H -0.111 -5.221 -3.314  0.113
H -0.203 -2.795 -3.701  0.087
H -3.115 2.041 -2.291  0.103
H -5.397 2.746 -2.907  0.116
H -7.081 1.054 -3.547  0.117
H -6.469 -1.335 -3.638  0.116
H -4.196 -2.059 -3.036  0.100
Cl -1.569 0.213 0.882  0.157
N 3.146 -3.061 1.112  0.151
C 2.218 -3.192 2.285  -0.146
P 0.505 -2.921 1.623  0.445
O -0.330 -4.146 1.580  -0.299
O 0.808 -2.124 0.369  -0.409
C -0.327 -1.871 2.879  -0.216
N -1.783 -2.160 2.688  0.106
H 3.339 -3.966 0.683  0.174
H 4.027 -2.607 1.349  0.160
H 2.589 -2.490 0.426  0.105
H 2.475 -2.411 3.001  0.110
H 2.327 -4.170 2.746  0.115
H -0.152 -0.809 2.728  0.031
H -0.030 -2.173 3.882  0.117
H -2.335 -2.040 3.536  0.172
H -1.842 -3.138 2.339  0.130
H -2.134 -1.526 1.954  0.007